Entry 1:
Below is a cluster of 2 separate species, C14H15F3N2O4 in total in a non-equilibrium geometry, with properties calculated with ωB97M-V with the def2-TZVPD basis set.

Computed properties:
SMILES = O=C1OC(=O)C(C(F)(F)F)=C1c1cccnc1.COC[C@@H](C)N
relative energy (zero: lowest compared OMol25 entry of this formula, charge and spin) = 51.8 kcal/mol
DFT total energy = -1252.53734 a.u.
E_HOMO = -9.403 eV
2S+1 = 1

CARTESIAN COORDINATES (ANGSTROEM)
1 O -1.556637 -1.985436 1.387387
2 C -1.003153 -1.007573 1.791101
3 O 0.231883 -0.847592 2.358139
4 C 0.586006 0.501743 2.111283
5 O 1.742136 0.807040 2.116068
6 C -0.652995 1.316624 1.879541
7 C -0.783119 2.807181 1.856091
8 F -0.860471 3.350736 3.065299
9 F 0.265384 3.307173 1.194465
10 F -1.865294 3.206368 1.184133
11 C -1.604289 0.400560 1.694466
12 C -3.056281 0.592431 1.454204
13 C -3.780008 1.291024 2.390985
14 C -5.128533 1.400155 2.111556
15 C -5.583128 0.822737 0.951874
16 N -4.895701 0.135881 0.063252
17 C -3.601502 0.029994 0.323208
18 H -3.336245 1.699156 3.288946
19 H -5.795456 1.931268 2.776011
20 H -6.644335 0.946577 0.738440
21 H -2.994871 -0.537442 -0.372441
22 C 3.344810 -1.232127 -4.035601
23 O 2.564689 -2.116128 -3.250786
24 C 3.074621 -2.375238 -1.955353
25 C 2.748532 -1.297500 -0.910395
26 C 3.597155 -0.037222 -1.044491
27 N 1.331184 -0.920465 -0.942956
28 H 4.414209 -1.350521 -3.840719
29 H 3.044990 -0.195314 -3.868024
30 H 3.154736 -1.465163 -5.083441
31 H 2.596149 -3.306007 -1.637944
32 H 4.152585 -2.576631 -1.999133
33 H 2.963421 -1.727657 0.072501
34 H 3.273541 0.596405 -1.870441
35 H 3.525071 0.561457 -0.135927
36 H 4.649716 -0.285116 -1.197499
37 H 0.772969 -1.750495 -0.755103
38 H 1.108232 -0.690884 -1.908695

Atoms 1-3, force components in eV/Å:
1.03 0.04 0.74
-1.09 1.19 -0.38
-0.37 -0.14 -1.07

These are the natural (NBO) partial charges, in e, on atoms 1 to 8: atom 1 (O): -0.499, atom 2 (C): 0.770, atom 3 (O): -0.488, atom 4 (C): 0.789, atom 5 (O): -0.479, atom 6 (C): -0.229, atom 7 (C): 0.978, atom 8 (F): -0.304

Entry 2:
Below is a structure of composition C14H15F4I2N2O8S5Tl, with properties calculated with ωB97M-V with the def2-TZVPD basis set.

Computed properties:
charge = -2
DFT total energy = -4412.35299 a.u.
E_HOMO = -1.769 eV
2S+1 = 1

CARTESIAN COORDINATES (ANGSTROEM)
1 Tl 0.789594 1.550400 -1.236788
2 I 3.050000 -0.993513 -2.425901
3 C 3.301330 -1.378609 -0.346095
4 I 2.750973 0.217568 0.942971
5 H 4.354633 -1.581883 -0.205913
6 H 2.680295 -2.237050 -0.108499
7 C 2.317633 2.774762 -5.635301
8 C 1.905554 3.223139 -4.252310
9 S 2.948928 3.107569 -3.007152
10 C 0.522556 3.677707 -4.078184
11 C -0.389672 3.626719 -5.283335
12 S -0.053702 4.122472 -2.623912
13 H 3.361046 2.475532 -5.633515
14 H 2.172033 3.578941 -6.361853
15 H 1.710689 1.925909 -5.965886
16 H -0.081022 4.368930 -6.025682
17 H -1.410853 3.836849 -4.982234
18 H -0.358258 2.647506 -5.769778
19 C -4.024380 -2.047676 4.880154
20 O -3.426206 -1.434071 3.733766
21 C -2.160689 -1.876798 3.451090
22 S -3.378070 -4.446384 2.612359
23 S -1.402591 -0.894489 2.117851
24 H -5.087123 -1.823687 4.813543
25 H -3.608296 -1.620111 5.794878
26 H -3.880837 -3.126696 4.861115
27 F 2.063070 5.286082 3.129916
28 C 1.630330 4.752430 1.979965
29 F 0.758254 5.614645 1.435892
30 F 2.680563 4.663346 1.152452
31 S 0.859293 3.110566 2.258839
32 O 2.001232 2.283844 2.613172
33 O -0.104662 3.352846 3.293178
34 O 0.307838 2.822018 0.933827
35 F -1.416175 -1.837654 4.622072
36 C -2.024974 -3.232417 2.652797
37 C -1.825659 -2.511761 1.306996
38 N -0.893761 -3.085280 0.383836
39 C -1.046261 -2.768221 -1.019601
40 C -0.758357 -1.341102 -1.461761
41 O -1.304778 -0.979145 -2.510765
42 O 0.082198 -0.681472 -0.770944
43 C 0.254063 -3.650850 0.819281
44 O 1.204371 -3.956441 0.100461
45 N 0.293903 -3.940299 2.168633
46 C -0.750722 -3.935681 3.096588
47 O -0.578307 -4.473711 4.163139
48 H -2.779420 -2.397306 0.807913
49 H -2.062644 -3.015335 -1.320202
50 H -0.345172 -3.385368 -1.577809
51 H 1.152219 -4.366785 2.476745

Atoms 1-3, force components in eV/Å:
-0.34 -0.14 -0.10
0.14 -0.12 -0.03
-0.12 -0.04 0.05

These are the natural (NBO) partial charges, in e, on atoms 1 to 8: atom 1 (Tl): 0.803, atom 2 (I): 0.119, atom 3 (C): -0.747, atom 4 (I): 0.291, atom 5 (H): 0.211, atom 6 (H): 0.263, atom 7 (C): -0.664, atom 8 (C): -0.191

Entry 3:
Below is a structure of composition C14H15IrN9O2S2SbSe5, with properties calculated with ωB97M-V with the def2-TZVPD basis set.

Computed properties:
charge = -1
relative energy (zero: lowest compared OMol25 entry of this formula, charge and spin) = 13.9 kcal/mol
DFT total energy = -14334.09155 a.u.
⟨S²⟩ = 0.756
E_HOMO (alpha / beta) = -4.672 / -4.655 eV
2S+1 = 2

CARTESIAN COORDINATES (ANGSTROEM)
1 Ir -0.873017 1.456013 1.323018
2 Se -1.100500 2.316290 6.363951
3 Sb -2.551229 1.647006 4.588905
4 Se -1.687982 3.280340 2.644447
5 Se -2.138764 -0.059113 2.751976
6 Se -4.889321 1.888711 4.950294
7 N -3.238353 -1.314529 -5.628580
8 C -2.492166 -1.372996 -4.454608
9 C -1.103382 -1.243511 -4.494638
10 C -0.361534 -1.304502 -3.331660
11 C -1.003124 -1.523435 -2.120813
12 C -2.383214 -1.666148 -2.065746
13 C -3.122122 -1.599802 -3.229678
14 S -0.107828 -1.396818 -0.619141
15 O 1.251508 -1.830629 -0.841596
16 O -0.861901 -2.055546 0.414708
17 N -0.173515 0.189770 -0.281383
18 C 0.604140 1.128727 -0.851374
19 N 1.415823 0.992934 -1.896646
20 C 2.110914 2.073826 -2.222593
21 C 2.036729 3.282848 -1.543081
22 C 1.141880 3.345123 -0.489432
23 N 0.417354 2.290802 -0.167073
24 H -2.807156 -0.800066 -6.379127
25 H -4.207664 -1.071928 -5.503242
26 H -0.611370 -1.054045 -5.441286
27 H 0.710376 -1.167549 -3.346130
28 H -2.865095 -1.815513 -1.108518
29 H -4.200986 -1.694220 -3.191364
30 H 2.769305 1.968853 -3.079214
31 H 2.632359 4.136094 -1.827767
32 H 0.976145 4.244588 0.091421
33 C 3.143618 -2.989334 3.333530
34 C 2.943580 -1.545166 3.592112
35 N 3.641490 -0.808285 4.394589
36 N 3.077432 0.433606 4.280282
37 C 2.051582 0.485103 3.416239
38 S 1.095233 1.815506 3.084372
39 N 1.969879 -0.798640 2.965789
40 N 1.027628 -1.200546 2.040996
41 H 4.046133 -3.316984 3.841819
42 H 3.238348 -3.183141 2.264629
43 H 2.293502 -3.566129 3.700027
44 H 3.376833 1.190569 4.868588
45 H 1.428632 -1.780077 1.313798
46 H 0.216044 -1.635771 2.466073
47 Se -2.861077 1.795368 -0.018919
48 C -2.183204 1.893644 -1.735700
49 N -1.791966 1.938703 -2.822255

Atoms 1-3, force components in eV/Å:
0.56 0.55 0.37
0.26 -0.19 -0.07
-0.49 0.17 -0.15

These are the natural (NBO) partial charges, in e, on atoms 1 to 8: atom 1 (Ir): 0.428, atom 2 (Se): -0.685, atom 3 (Sb): 1.011, atom 4 (Se): -0.009, atom 5 (Se): -0.414, atom 6 (Se): -0.697, atom 7 (N): -0.799, atom 8 (C): 0.195

Entry 4:
Below is a cluster of 2 separate species, C14H15N2 in total in a non-equilibrium geometry, with properties calculated with ωB97M-V with the def2-TZVPD basis set.

Computed properties:
charge = +1
relative energy (zero: lowest compared OMol25 entry of this formula, charge and spin) = 0.0 kcal/mol
DFT total energy = -651.72539 a.u.
E_HOMO = -11.467 eV
2S+1 = 1

CARTESIAN COORDINATES (ANGSTROEM)
1 C 1.634154 1.350310 0.333893
2 C 2.648506 1.404032 1.534159
3 C 1.794997 1.050720 2.720648
4 C 0.475908 0.834312 2.345648
5 C 0.305979 1.049690 0.956300
6 C -0.938844 1.170585 0.259566
7 C -2.160176 0.750547 0.855264
8 C -3.377090 1.003889 0.229221
9 C -3.416251 1.681476 -0.999530
10 C -2.222416 2.083043 -1.616291
11 C -1.001019 1.815886 -1.010928
12 H 1.634913 2.302495 -0.211055
13 H 1.915596 0.565075 -0.381579
14 H 3.477437 0.706142 1.361259
15 H 3.081790 2.411259 1.610057
16 H 2.199018 1.005281 3.730362
17 H -0.349684 0.566499 3.006138
18 H -2.119984 0.233175 1.817303
19 H -4.303352 0.678330 0.705557
20 H -4.372247 1.893564 -1.477576
21 H -2.237287 2.608217 -2.572899
22 H -0.069279 2.132097 -1.487721
23 N 0.737494 -2.002917 -0.641024
24 C 0.225156 -3.147060 -0.215746
25 N 0.505815 -4.151708 -1.113021
26 C 1.232537 -3.603109 -2.156892
27 C 1.366302 -2.261951 -1.846143
28 H -0.339714 -3.346183 0.686868
29 H 0.221043 -5.120916 -1.013718
30 H 1.582386 -4.169625 -2.999007
31 H 1.868313 -1.493157 -2.409111

Atoms 1-3, force components in eV/Å:
0.66 0.14 0.64
-0.91 -0.13 -0.70
-0.83 -0.08 -1.18

These are the natural (NBO) partial charges, in e, on atoms 1 to 8: atom 1 (C): -0.497, atom 2 (C): -0.476, atom 3 (C): 0.088, atom 4 (C): -0.311, atom 5 (C): 0.326, atom 6 (C): -0.093, atom 7 (C): -0.115, atom 8 (C): -0.224

Entry 5:
Below is the molecule C14H15N3 in a non-equilibrium geometry, with properties calculated with ωB97M-V with the def2-TZVPD basis set.

Computed properties:
relative energy (zero: lowest compared OMol25 entry of this formula, charge and spin) = 47.7 kcal/mol
DFT total energy = -706.65221 a.u.
E_HOMO = -7.085 eV
2S+1 = 1

CARTESIAN COORDINATES (ANGSTROEM)
1 C 0.791386 -0.942928 0.671415
2 C 1.853342 -0.222351 1.487476
3 C 3.182056 -0.677880 1.550734
4 N 4.290864 -1.076942 1.470427
5 C 1.594528 0.862941 2.325076
6 N 1.431945 1.843962 2.958976
7 C -0.593009 -0.682869 1.273799
8 C -1.069868 0.624143 1.165244
9 C -2.395853 0.922116 1.521781
10 C -3.171505 -0.017054 2.207070
11 C -2.606050 -1.254099 2.527361
12 C -1.317335 -1.589716 2.070140
13 H 1.028204 -2.006757 0.758551
14 H -0.422277 1.425316 0.798313
15 H -2.816035 1.892638 1.252902
16 H -4.182087 0.234551 2.527412
17 H -3.188606 -1.974028 3.109074
18 H -0.888498 -2.567537 2.323823
19 C 2.228433 -0.952312 -2.754309
20 C 0.750181 -1.215132 -3.098526
21 C -0.074817 -1.123315 -1.796262
22 N 0.904615 -0.564443 -0.737336
23 C 2.322607 -0.637396 -1.269958
24 H 2.865065 -1.803577 -3.026515
25 H 2.593899 -0.088276 -3.318633
26 H 0.416051 -0.443015 -3.810594
27 H 0.628794 -2.181283 -3.615554
28 H -0.930881 -0.432920 -1.959450
29 H -0.463002 -2.091861 -1.449793
30 H 0.707372 0.427087 -0.822184
31 H 2.829731 -1.412903 -0.707568
32 H 2.832509 0.325719 -1.103089

Atoms 1-3, force components in eV/Å:
0.34 -0.57 3.34
0.14 -0.23 0.09
1.98 -1.13 -0.68

These are the natural (NBO) partial charges, in e, on atoms 1 to 8: atom 1 (C): -0.048, atom 2 (C): -0.585, atom 3 (C): 0.304, atom 4 (N): -0.446, atom 5 (C): 0.284, atom 6 (N): -0.425, atom 7 (C): -0.061, atom 8 (C): -0.216

Entry 6:
Below is a structure of composition C14H15NO3PtS3 in a non-equilibrium geometry, with properties calculated with ωB97M-V with the def2-TZVPD basis set.

Computed properties:
charge = -1
DFT total energy = -2136.86697 a.u.
⟨S²⟩ = 0.756
E_HOMO (alpha / beta) = -3.213 / -3.029 eV
2S+1 = 2

CARTESIAN COORDINATES (ANGSTROEM)
1 Pt -1.479422 0.038376 0.915608
2 O 0.198511 -0.349857 2.355344
3 N 1.106644 -1.167020 1.822897
4 C 2.401631 -1.066367 2.270077
5 C 3.362601 -1.936938 1.848777
6 C 3.049124 -2.945902 0.932449
7 C 1.737234 -3.001343 0.443440
8 C 0.779126 -2.108546 0.869842
9 S -0.839895 -2.191532 0.257810
10 H 2.578094 -0.260430 2.964698
11 H 4.366982 -1.835609 2.231993
12 H 3.797740 -3.644086 0.597242
13 H 1.455592 -3.728578 -0.300922
14 C -3.190876 -0.804089 3.678885
15 S -3.648507 0.610038 2.625070
16 C -2.661979 1.908530 3.431674
17 H -3.446863 -0.578388 4.712119
18 H -2.125509 -1.004735 3.580812
19 H -3.775451 -1.649123 3.327109
20 H -1.614144 1.621128 3.444098
21 H -3.035985 2.073358 4.440821
22 H -2.786773 2.804720 2.832472
23 O 1.567494 0.051035 -5.786695
24 C 1.663682 1.184201 -5.009509
25 O 2.485218 2.031872 -5.326669
26 C 0.766180 1.281442 -3.872801
27 C 0.852591 2.435221 -3.065108
28 C 0.041025 2.612747 -1.976588
29 C -0.909207 1.640836 -1.637294
30 S -2.026221 1.903466 -0.307439
31 C -1.016800 0.490748 -2.426524
32 C -0.192966 0.307807 -3.510807
33 H 0.895226 -0.534167 -5.419426
34 H 1.590224 3.175538 -3.333780
35 H 0.123639 3.500001 -1.363753
36 H -1.757634 -0.256955 -2.164572
37 H -0.310329 -0.607398 -4.081353

Atoms 1-3, force components in eV/Å:
0.33 -0.16 -0.55
0.52 -0.62 -0.21
0.75 -0.14 0.29

These are the natural (NBO) partial charges, in e, on atoms 1 to 8: atom 1 (Pt): 0.369, atom 2 (O): -0.622, atom 3 (N): 0.017, atom 4 (C): 0.018, atom 5 (C): -0.292, atom 6 (C): -0.190, atom 7 (C): -0.238, atom 8 (C): 0.022

The highest DFT total energy belongs to which entry? C14H15N2